This record from the Open Molecules 2025 dataset describes a 11-piece molecular cluster, C73H181F6N9O12P overall at a distorted geometry. The level of theory is ωB97M-V with the def2-TZVPD basis set.

Output
Kohn-Sham gap, eV: 6.64
F_max, eV Å⁻¹: 5.06
HOMO level, eV: -18.08
Net charge: +7
Energy, hartree: -5223.43839

```
282
Properties=species:S:1:pos:R:3:lowdin_charge:R:1
C -2.5567 1.8459 1.9598 -0.05
C -1.6502 2.2353 3.2338 -0.10
N -1.5711 3.7828 3.5295 -0.20
C -1.1558 4.6406 2.3074 0.05
C -2.9432 4.1989 4.0571 -0.15
C -3.0736 5.6828 4.5936 -0.02
C -0.4604 4.0680 4.5860 -0.08
C -0.7225 3.7152 6.0021 -0.15
O -1.1578 2.3374 6.1226 -0.24
C -1.3685 1.9123 7.4377 -0.10
H -3.5588 2.2400 2.1378 0.05
H -2.7548 0.7746 2.0037 0.05
H -2.1121 2.1790 1.0251 0.06
H -0.6778 1.7470 3.2908 0.09
H -2.0449 1.7768 4.1396 0.08
H -1.8695 4.5935 1.4855 0.10
H -0.2290 4.1877 1.9542 0.09
H -1.0442 5.6604 2.6678 0.11
H -3.1518 3.5251 4.8880 0.11
H -3.6458 4.0037 3.2490 0.11
H -4.0177 5.7247 5.1345 0.10
H -3.0868 6.2914 3.6903 0.08
H -2.2862 6.0284 5.2606 0.08
H -0.2441 5.1245 4.4411 0.14
H 0.3693 3.4764 4.1954 0.10
H -1.4899 4.4376 6.2874 0.12
H 0.1754 3.8373 6.6078 0.15
H -0.5071 2.0173 8.0973 0.11
H -1.6449 0.8594 7.3523 0.07
H -2.2880 2.3566 7.8267 0.10
C 1.6183 0.6081 5.3837 -0.04
C 2.8426 1.0922 6.2105 -0.13
N 4.1960 1.1017 5.4542 -0.22
C 5.1792 1.6694 6.4736 0.04
C 4.5643 -0.2806 4.8839 -0.13
C 4.7257 -1.2970 6.0502 -0.04
C 4.0575 2.1056 4.2502 -0.05
C 5.3839 2.7993 3.8164 -0.20
O 6.3495 1.7954 3.6545 -0.21
C 7.5820 2.2899 3.1366 -0.07
H 0.6590 0.6974 5.8938 0.06
H 1.6841 -0.4214 5.0311 0.07
H 1.4956 1.2430 4.5039 0.06
H 2.9939 0.4690 7.0896 0.12
H 2.6724 2.1306 6.4901 0.13
H 5.1419 1.0212 7.3455 0.10
H 4.9497 2.7284 6.5687 0.12
H 6.1838 1.5777 6.0619 0.11
H 5.4113 -0.2673 4.2017 0.12
H 3.7181 -0.5640 4.2578 0.10
H 3.7945 -1.5862 6.5368 0.08
H 5.4488 -0.9789 6.8001 0.08
H 5.1248 -2.2460 5.6901 0.09
H 3.2823 2.8506 4.4241 0.11
H 3.8350 1.5023 3.3706 0.11
H 5.6718 3.6338 4.4596 0.14
H 5.1757 3.3003 2.8666 0.13
H 7.9147 3.1781 3.6779 0.10
H 7.5913 2.5419 2.0750 0.07
H 8.3937 1.5921 3.3417 0.10
C 1.4320 5.9986 -1.3051 -0.04
C 0.3905 4.9687 -1.7532 -0.14
N 0.2669 4.6610 -3.2620 -0.23
C 1.6834 4.3572 -3.8021 0.02
C -0.5475 3.4120 -3.5658 -0.14
C -0.0633 2.0382 -2.9671 -0.04
C -0.2416 5.9239 -3.9601 -0.07
C -0.3392 5.8898 -5.4824 -0.19
O -1.4202 5.0590 -5.9455 -0.21
C -1.3535 4.8425 -7.3874 -0.05
H 1.4699 6.9144 -1.8963 0.09
H 2.4149 5.5302 -1.3333 0.07
H 1.2319 6.3513 -0.2939 0.09
H -0.5818 5.4050 -1.5157 0.12
H 0.4901 4.0451 -1.1852 0.10
H 2.2104 5.3100 -3.7629 0.09
H 1.5812 4.1000 -4.8544 0.11
H 2.2043 3.6347 -3.1782 0.09
H -0.5784 3.3628 -4.6528 0.11
H -1.5521 3.6213 -3.1980 0.12
H 0.0465 2.0382 -1.8843 0.05
H 0.8555 1.6419 -3.3990 0.06
H -0.8484 1.3545 -3.2938 0.07
H 0.3461 6.7773 -3.6260 0.13
H -1.2429 6.1295 -3.5778 0.15
H 0.5994 5.5845 -5.9468 0.12
H -0.5092 6.9494 -5.6838 0.15
H -0.7616 3.9371 -7.5497 0.08
H -0.9171 5.6237 -8.0072 0.10
H -2.3396 4.5184 -7.7166 0.09
C -4.0298 -5.0513 -6.8868 -0.03
C -3.6916 -3.6670 -7.4753 -0.14
N -2.7128 -2.8028 -6.6207 -0.23
C -2.4197 -1.5211 -7.3293 0.01
C -3.1913 -2.7267 -5.1525 -0.12
C -4.6311 -2.1673 -5.0187 -0.03
C -1.3011 -3.5345 -6.6456 -0.06
C -0.1237 -2.8331 -5.9924 -0.19
O -0.3442 -2.6100 -4.5891 -0.21
C 0.8738 -2.1322 -3.9561 -0.06
H -4.7628 -5.6012 -7.4759 0.11
H -4.5247 -4.9806 -5.9178 0.08
H -3.0859 -5.5911 -6.8236 0.08
H -4.5948 -3.0669 -7.5821 0.12
H -3.3124 -3.7794 -8.4909 0.14
H -1.9692 -1.7169 -8.3016 0.12
H -1.8328 -0.7962 -6.7694 0.11
H -3.3959 -1.1176 -7.6023 0.11
H -2.3695 -2.0878 -4.8334 0.10
H -3.1257 -3.7209 -4.7156 0.12
H -4.6441 -1.0941 -5.2035 0.06
H -5.0343 -2.3174 -4.0175 0.08
H -5.3759 -2.5643 -5.7077 0.09
H -1.1286 -3.7243 -7.7059 0.14
H -1.3706 -4.5706 -6.3142 0.13
H 0.2625 -1.9341 -6.4769 0.13
H 0.7129 -3.5313 -6.0793 0.13
H 1.0606 -1.0908 -4.2247 0.08
H 1.7842 -2.6984 -4.1599 0.08
H 0.7408 -2.1447 -2.8744 0.08
C 4.9910 0.6791 -0.0495 -0.07
C 6.1627 0.9758 -0.9932 -0.14
N 5.9338 2.1568 -1.9799 -0.22
C 7.2039 2.2806 -2.7811 0.04
C 4.7144 1.7323 -2.8493 -0.13
C 4.7863 0.3798 -3.6272 -0.05
C 5.6099 3.4673 -1.1882 -0.02
C 5.7169 4.7659 -2.0399 -0.14
O 4.6842 4.6790 -3.0480 -0.24
C 4.9247 5.5554 -4.1464 -0.09
H 4.0313 0.5288 -0.5415 0.04
H 4.7627 1.5319 0.5932 0.07
H 5.1942 -0.1432 0.6348 0.09
H 6.3048 0.0798 -1.5983 0.11
H 7.0835 1.0718 -0.4198 0.13
H 8.0716 2.4069 -2.1335 0.12
H 7.0950 3.1339 -3.4454 0.10
H 7.3934 1.3177 -3.2531 0.10
H 4.6184 2.4693 -3.6447 0.11
H 3.8246 1.7564 -2.2233 0.11
H 4.0121 0.2822 -4.3890 0.08
H 4.5121 -0.3789 -2.8921 0.05
H 5.7201 0.1533 -4.1396 0.08
H 6.3903 3.5113 -0.4288 0.14
H 4.6144 3.2629 -0.7977 0.12
H 6.6786 4.8809 -2.5409 0.12
H 5.5780 5.6448 -1.4090 0.15
H 4.1010 5.3791 -4.8395 0.08
H 5.8887 5.4868 -4.6532 0.10
H 4.8204 6.6333 -3.9965 0.11
C 0.7024 -5.9027 0.1735 -0.02
C 0.0314 -4.5535 -0.3054 -0.12
N -1.4121 -4.3347 0.2784 -0.22
C -1.9442 -3.1611 -0.5191 0.00
C -2.2891 -5.5731 0.1128 -0.14
C -2.5463 -5.9949 -1.3425 -0.04
C -1.2732 -4.0854 1.8239 -0.02
C -2.5875 -4.0646 2.6070 -0.22
O -3.6057 -3.3166 2.0061 -0.19
C -4.8326 -3.4649 2.6694 -0.07
H 0.1475 -6.7235 -0.2764 0.08
H 0.6680 -6.0574 1.2513 0.08
H 1.7477 -5.7906 -0.1096 0.08
H -0.1684 -4.6266 -1.3745 0.11
H 0.6328 -3.6528 -0.1880 0.10
H -2.0301 -3.3911 -1.5786 0.09
H -1.4641 -2.2191 -0.2584 0.10
H -2.9691 -3.0721 -0.1560 0.09
H -3.2727 -5.3237 0.5093 0.13
H -1.8293 -6.3780 0.6828 0.14
H -3.0223 -5.2736 -2.0061 0.07
H -3.1769 -6.8803 -1.4250 0.10
H -1.6009 -6.3110 -1.7869 0.08
H -0.7962 -3.1096 1.9284 0.13
H -0.6082 -4.8875 2.1339 0.12
H -2.3455 -3.8137 3.6428 0.12
H -2.8524 -5.1196 2.7242 0.13
H -5.6278 -3.1096 2.0159 0.09
H -4.7389 -2.8718 3.5826 0.06
H -5.1146 -4.4590 3.0224 0.11
C -4.4593 -1.0798 9.6316 -0.03
C -4.5910 -0.6385 8.1580 -0.15
N -5.3181 -1.6970 7.2849 -0.22
C -4.5314 -3.0345 7.2777 0.04
C -6.8155 -2.0156 7.6831 -0.11
C -7.7065 -0.7786 7.9928 -0.04
C -5.4413 -1.1490 5.8339 -0.06
C -4.0908 -0.5859 5.1961 -0.19
O -3.1486 -1.6146 5.2292 -0.24
C -1.8067 -1.3708 4.6786 -0.02
H -5.4501 -1.3761 9.9762 0.08
H -4.1487 -0.2200 10.2246 0.10
H -3.7458 -1.8852 9.7987 0.09
H -3.5727 -0.4810 7.8081 0.10
H -5.2163 0.2325 7.9676 0.12
H -4.5645 -3.5332 6.3141 0.10
H -4.8110 -3.5528 8.1944 0.11
H -3.5093 -2.7873 7.5642 0.10
H -6.7387 -2.6292 8.5798 0.12
H -7.2537 -2.6524 6.9158 0.13
H -7.9684 -0.1958 7.1087 0.07
H -7.2552 -0.0356 8.6510 0.08
H -8.6397 -1.0777 8.4686 0.10
H -6.1918 -0.3613 5.8897 0.12
H -5.8636 -1.9835 5.2765 0.11
H -3.6667 0.2767 5.7133 0.11
H -4.3812 -0.3767 4.1626 0.11
H -1.1213 -2.1420 5.0241 0.10
H -1.5075 -0.4676 5.2154 0.07
H -1.9166 -1.2307 3.6041 0.08
C -6.1209 0.0861 1.6130 -0.05
C -6.4503 -0.3203 0.1724 -0.14
N -6.0767 0.6719 -0.9162 -0.24
C -6.9545 1.9461 -0.6542 0.07
C -4.6106 1.1013 -0.8936 -0.12
C -3.4971 -0.0068 -0.8841 -0.04
C -6.4955 0.0801 -2.2554 -0.07
C -6.1221 0.8690 -3.4880 -0.19
O -4.7687 0.7436 -3.8894 -0.24
C -4.3067 1.8477 -4.6444 -0.07
H -6.2953 -0.6795 2.3688 0.08
H -6.7323 0.9341 1.9245 0.09
H -5.1059 0.3955 1.8682 0.05
H -7.4898 -0.6309 0.0754 0.15
H -5.8620 -1.1935 -0.1163 0.12
H -6.6953 2.2844 0.3460 0.09
H -7.9956 1.6312 -0.7115 0.12
H -6.7973 2.7201 -1.4027 0.11
H -4.4726 1.7942 -0.0634 0.11
H -4.4218 1.7670 -1.7345 0.11
H -2.6055 0.6070 -1.0070 0.07
H -3.6124 -0.7851 -1.6389 0.07
H -3.3817 -0.6056 0.0206 0.06
H -7.5020 -0.3324 -2.2065 0.16
H -5.8784 -0.8221 -2.2577 0.11
H -6.3405 1.9370 -3.3843 0.12
H -6.8109 0.7165 -4.3229 0.15
H -3.4605 1.6297 -5.2946 0.09
H -4.0152 2.5923 -3.8991 0.08
H -5.0721 2.3101 -5.2698 0.11
C 4.8131 -3.1110 -5.6253 -0.03
C 4.6007 -4.4005 -4.7389 -0.13
N 5.8291 -5.1468 -4.1729 -0.24
C 5.3548 -6.4991 -3.5603 0.06
C 6.7372 -5.4623 -5.3374 -0.16
C 6.1219 -6.3058 -6.5336 -0.02
C 6.5908 -4.2731 -3.1899 -0.08
C 5.8708 -3.7774 -1.9373 -0.18
O 4.7830 -2.8693 -2.1066 -0.21
C 4.0143 -2.6252 -0.9205 -0.07
H 3.9508 -2.4626 -5.7764 0.07
H 5.2965 -3.2694 -6.5887 0.08
H 5.4849 -2.4228 -5.1069 0.06
H 4.1353 -5.1772 -5.3436 0.11
H 3.9723 -4.1150 -3.8976 0.10
H 4.5638 -6.9801 -4.1331 0.10
H 4.8762 -6.2294 -2.6198 0.09
H 6.1491 -7.2259 -3.4004 0.13
H 7.5758 -6.0287 -4.9285 0.13
H 7.2855 -4.5952 -5.7065 0.13
H 5.5265 -5.6632 -7.1792 0.08
H 5.6146 -7.1957 -6.1633 0.08
H 6.9670 -6.7099 -7.0903 0.10
H 7.0394 -3.4513 -3.7487 0.14
H 7.4562 -4.8209 -2.8148 0.15
H 6.6409 -3.3834 -1.2717 0.14
H 5.5147 -4.6931 -1.4578 0.12
H 3.1997 -3.3394 -0.7766 0.07
H 3.5373 -1.6799 -1.1767 0.07
H 4.5616 -2.5983 0.0218 0.10
O 2.2325 3.9640 0.6921 0.03
C 2.4616 4.6721 1.8113 -0.87
O 2.8898 5.8374 1.8084 0.01
O 2.0650 4.1483 2.8682 -0.07
H 1.9502 3.1448 1.1289 0.05
P 1.0416 0.1884 0.9368 0.23
F 1.0160 1.6235 1.6835 -0.16
F -0.4187 0.5376 0.2759 -0.19
F 1.8210 0.9511 -0.2791 -0.17
F 1.0270 -1.1351 0.0012 -0.18
F 2.4535 -0.3472 1.6130 -0.16
F 0.2722 -0.4307 2.2116 -0.15
```